[1]
Below is 2 unconnected molecules or ions with the total composition C4H9O3 at a distorted geometry, with properties calculated with ωB97M-V/def2-TZVPD.

Summary:
Highest occupied orbital energy = -0.1515 hartree
F_max = 0.2040 hartree/bohr
Net charge = -1

Bonds (Å) are listed after each position.
Atoms and positions in Å:
1 C 2.60476 1.06255 -1.48958  C2 1.575, H5 1.106, H6 0.939, H7 1.197
2 C 1.30618 0.77798 -0.64505  C1 1.575, O3 1.188, O4 1.220
3 O 0.32932 0.40350 -1.20796  C2 1.188
4 O 1.49380 0.85510 0.55746  C2 1.220
5 H 2.55013 0.56432 -2.47494  C1 1.106
6 H 3.37951 0.79494 -1.03137  C1 0.939
7 H 2.35177 2.22236 -1.64561  C1 1.197
8 C -1.25984 -1.12223 1.36249  C9 1.479, O10 1.391, H11 1.126, H12 1.134
9 C -2.27921 -0.35443 0.61446  C8 1.479, H13 1.161, H15 1.036, H16 1.129
10 O -0.30600 -1.64086 0.49337  C8 1.391, H14 0.970
11 H -0.69305 -0.38246 1.99533  C8 1.126
12 H -1.45169 -1.91794 2.14734  C8 1.134
13 H -3.26714 -0.43817 1.21837  C9 1.161
14 H -0.08758 -0.97433 -0.17622  O10 0.970
15 H -2.47307 -0.62145 -0.36745  C9 1.036
16 H -2.19789 0.77113 0.64936  C9 1.129

These are the Mulliken partial charges, in e, on atoms 1 to 8: number 1, C, carries -1.0506; number 2, C, carries 0.7531; number 3, O, carries -0.7698; number 4, O, carries -0.7053; number 5, H, carries 0.2444; number 6, H, carries 0.4063; number 7, H, carries 0.1679; number 8, C, carries -0.0840

[2]
Below is C3H7NO in the gas phase, with properties calculated with ωB97M-V/def2-TZVPD.

Summary:
Highest occupied orbital energy = -0.2953 hartree
F_max = 0.0096 hartree/bohr

Bonds (Å) are listed after each position.
Atoms and positions in Å:
1 O -1.17808 -1.20593 -0.05245  C2 1.430, H6 0.965
2 C -0.34977 -0.90891 -1.17968  O1 1.430, C3 1.501, H7 1.098, H8 1.099
3 C 0.90540 -0.10056 -1.02561  C2 1.501, N5 1.312
4 C 0.03825 1.01570 1.11205  N5 1.476, H9 1.087, H10 1.093, H11 1.094
5 N 0.98918 0.66083 0.04014  C3 1.312, C4 1.476, H12 1.013
6 H -0.63657 -1.73074 0.54988  O1 0.965
7 H -0.97690 -0.34525 -1.88294  C2 1.098
8 H -0.09221 -1.84145 -1.70162  C2 1.099
9 H -0.98558 0.94805 0.75450  C4 1.087
10 H 0.14534 0.35245 1.97379  C4 1.093
11 H 0.25691 2.03787 1.43330  C4 1.094
12 H 1.85478 1.18197 0.11055  N5 1.013

These are the Mulliken partial charges, in e, on atoms 1 to 8: number 1, O, carries -0.5513; number 2, C, carries -0.1683; number 3, C, carries -0.5441; number 4, C, carries -0.7872; number 5, N, carries -0.0129; number 6, H, carries 0.3119; number 7, H, carries 0.2652; number 8, H, carries 0.3364

[3]
Below is 2 unconnected molecules or ions with the total composition C2H9N2S2 at a distorted geometry, with properties calculated with ωB97M-V/def2-TZVPD.

Summary:
Highest occupied orbital energy = -0.4558 hartree
F_max = 0.0230 hartree/bohr
Net charge = +1

Bonds (Å) are listed after each position.
Atoms and positions in Å:
1 C 1.06933 3.44736 0.93624  S2 1.808, H4 1.087, H5 1.076, H6 1.078
2 S 0.01848 1.97601 0.94147  C1 1.808, S3 2.056
3 S 1.37149 0.42804 0.93645  S2 2.056, H7 1.329
4 H 1.94129 3.29835 1.56814  C1 1.087
5 H 1.45883 3.67932 -0.03940  C1 1.076
6 H 0.39130 4.20526 1.29400  C1 1.078
7 H 1.34032 -0.02364 2.18578  S3 1.329
8 N -1.05542 -0.97956 -0.77416  C9 1.310, H11 1.016, H12 1.009
9 C -1.38630 -2.22929 -0.98766  N8 1.310, N10 1.320, H13 1.079
10 N -0.50757 -3.19488 -1.17960  C9 1.320, H14 1.007, H15 1.009
11 H -0.08807 -0.67896 -0.70140  N8 1.016
12 H -1.80374 -0.31081 -0.66615  N8 1.009
13 H -2.42771 -2.51096 -1.01240  C9 1.079
14 H -0.79350 -4.15323 -1.29967  N10 1.007
15 H 0.47127 -2.95301 -1.20162  N10 1.009

These are the Mulliken partial charges, in e, on atoms 1 to 8: number 1, C, carries -0.7675; number 2, S, carries 0.0072; number 3, S, carries -0.3299; number 4, H, carries 0.3196; number 5, H, carries 0.3072; number 6, H, carries 0.2815; number 7, H, carries 0.2084; number 8, N, carries -0.1646

[4]
Below is 2 unconnected molecules or ions with the total composition C13H15FO at a distorted geometry, with properties calculated with ωB97M-V/def2-TZVPD.

Summary:
Highest occupied orbital energy (alpha / beta) = -0.2792 / -0.2792 hartree
F_max = 0.1155 hartree/bohr

Bonds (Å) are listed after each position.
Atoms and positions in Å:
1 C -2.47337 -3.64890 0.39214  C2 1.212, H16 0.968
2 C -2.07777 -2.56610 0.01697  C1 1.212, C13 1.418
3 C -3.16198 2.36565 0.43993  C4 1.428, C5 1.408, H17 1.112
4 C -3.33015 1.16754 1.19856  C3 1.428, C6 1.367, H18 1.098
5 C -2.37816 2.22298 -0.72155  C3 1.408, C7 1.369, H19 1.135
6 C -2.69660 0.00504 0.85946  C4 1.367, C8 1.379, H20 1.066
7 C -1.91578 1.01004 -1.15717  C5 1.369, C8 1.372, H21 1.089
8 C -2.03485 -0.09017 -0.34619  C6 1.379, C7 1.372, C13 1.508
9 C 3.20737 1.15954 0.22463  C10 1.606, H22 1.064, H23 1.105, H24 1.116
10 C 2.53344 -0.28598 0.03782  C9 1.606, C11 1.543, H25 1.076, H26 1.074
11 C 1.01406 -0.04950 0.16617  C10 1.543, C12 1.505, H27 1.176, H28 1.065
12 C 0.45262 -1.42441 0.41303  C11 1.505, F15 1.412, H29 1.076
13 C -1.55694 -1.47114 -0.71731  C2 1.418, C8 1.508, O14 1.374
14 O -1.39990 -1.59476 -2.07679  C13 1.374, H30 0.939
15 F 0.05733 -1.66466 1.74691  C12 1.412
16 H -2.91040 -4.43750 0.74529  C1 0.968
17 H -3.78915 3.26422 0.62767  C3 1.112
18 H -3.86215 1.07042 2.15370  C4 1.098
19 H -2.33156 3.22492 -1.25232  C5 1.135
20 H -2.95453 -0.77438 1.54006  C6 1.066
21 H -1.61716 0.88453 -2.19698  C7 1.089
22 H 2.89636 1.94936 -0.41772  C9 1.064
23 H 3.18217 1.48979 1.27888  C9 1.105
24 H 4.26353 1.09172 -0.12960  C9 1.116
25 H 2.72772 -0.82142 -0.87449  C10 1.076
26 H 2.82890 -0.87499 0.88625  C10 1.074
27 H 0.99027 0.65881 1.10461  C11 1.176
28 H 0.42590 0.48354 -0.54410  C11 1.065
29 H 0.99458 -2.29783 0.09368  C12 1.076
30 H -1.61576 -2.48119 -2.29855  O14 0.939

These are the Mulliken partial charges, in e, on atoms 1 to 8: number 1, C, carries -0.2518; number 2, C, carries -0.9462; number 3, C, carries -0.5789; number 4, C, carries -0.4456; number 5, C, carries -0.4275; number 6, C, carries -0.7655; number 7, C, carries -0.2034; number 8, C, carries 0.6984

Q: The highest F_max belongs to which entry?
A: C4H9O3

Q: Which value of F_max does entry 1 give?
A: 0.2040 hartree/bohr

Q: Among the records above, which one has the lowest F_max?
A: C3H7NO

What did the second record say?
Below is C3H7NO in the gas phase, with properties calculated with ωB97M-V/def2-TZVPD.

Summary:
Highest occupied orbital energy = -0.2953 hartree
F_max = 0.0096 hartree/bohr

Bonds (Å) are listed after each position.
Atoms and positions in Å:
1 O -1.17808 -1.20593 -0.05245  C2 1.430, H6 0.965
2 C -0.34977 -0.90891 -1.17968  O1 1.430, C3 1.501, H7 1.098, H8 1.099
3 C 0.90540 -0.10056 -1.02561  C2 1.501, N5 1.312
4 C 0.03825 1.01570 1.11205  N5 1.476, H9 1.087, H10 1.093, H11 1.094
5 N 0.98918 0.66083 0.04014  C3 1.312, C4 1.476, H12 1.013
6 H -0.63657 -1.73074 0.54988  O1 0.965
7 H -0.97690 -0.34525 -1.88294  C2 1.098
8 H -0.09221 -1.84145 -1.70162  C2 1.099
9 H -0.98558 0.94805 0.75450  C4 1.087
10 H 0.14534 0.35245 1.97379  C4 1.093
11 H 0.25691 2.03787 1.43330  C4 1.094
12 H 1.85478 1.18197 0.11055  N5 1.013

These are the Mulliken partial charges, in e, on atoms 1 to 8: number 1, O, carries -0.5513; number 2, C, carries -0.1683; number 3, C, carries -0.5441; number 4, C, carries -0.7872; number 5, N, carries -0.0129; number 6, H, carries 0.3119; number 7, H, carries 0.2652; number 8, H, carries 0.3364